No. 1
The following is a DFT calculation (ωB97M-V with the def2-TZVPD basis set) of 6 unconnected molecules or ions with the total composition C27H46ClN3O14P.

Computed properties:
lowest unoccupied orbital energy = 1.903 eV
HOMO level = -0.173 Eh
frontier orbital gap = 6.6 eV

Geometry as ORCA input:
```
! wB97M-V def2-TZVPD RIJCOSX def2/J DEFGRID3
* xyz -1 1
C 4.934 2.091 -1.353
C 3.813 2.453 -2.343
N 2.529 2.423 -1.688
P 1.124 2.467 -2.751
N 1.547 4.273 -3.203
C 0.738 4.832 -3.898
O -0.050 5.444 -4.534
O 0.565 0.889 -2.349
C -0.683 0.880 -1.704
N -1.757 0.572 -2.631
C -0.758 2.258 -0.941
Cl -0.368 1.751 0.852
C -2.104 3.016 -0.779
O -3.031 2.897 -1.834
C -2.873 3.854 -2.856
O 0.181 3.115 -1.378
H 4.967 2.854 -0.567
H 4.723 1.123 -0.900
H 5.910 2.108 -1.841
H 3.865 1.718 -3.136
H 4.081 3.432 -2.776
H 2.449 3.151 -0.992
H 1.847 1.921 -3.842
H -0.080 2.597 -3.538
H -0.763 0.124 -0.933
H -1.773 1.225 -3.404
H -1.571 -0.345 -3.018
H -1.822 4.070 -0.672
H -2.609 2.737 0.144
H -2.599 4.843 -2.473
H -3.813 3.948 -3.404
H -2.106 3.541 -3.572
O -1.853 -1.718 0.427
C -1.284 -2.545 -0.223
O -0.226 -2.259 -1.023
C 0.164 -3.428 -1.757
C -0.369 -4.609 -0.956
C -1.629 -4.019 -0.335
H -0.279 -3.370 -2.755
H 1.247 -3.432 -1.853
H -0.546 -5.496 -1.559
H 0.341 -4.870 -0.169
H -2.489 -4.124 -0.992
H -1.855 -4.434 0.643
O -3.023 -6.371 -1.635
C -4.181 -6.602 -1.450
O -4.770 -7.759 -1.840
C -6.183 -7.707 -1.582
C -6.354 -6.654 -0.494
C -5.211 -5.692 -0.807
H -6.692 -7.432 -2.508
H -6.519 -8.696 -1.277
H -7.340 -6.194 -0.496
H -6.196 -7.107 0.486
H -5.499 -4.931 -1.534
H -4.799 -5.215 0.078
O 6.044 0.747 -4.824
C 5.209 0.998 -5.644
O 4.155 1.806 -5.402
C 3.273 1.834 -6.533
C 4.132 1.415 -7.720
C 5.126 0.462 -7.064
H 2.452 1.141 -6.343
H 2.868 2.838 -6.633
H 3.554 0.974 -8.531
H 4.663 2.282 -8.117
H 4.751 -0.562 -7.023
H 6.106 0.475 -7.534
O -1.781 2.576 7.868
C -1.590 2.650 6.685
O -2.519 3.124 5.829
C -2.049 3.002 4.466
C -0.535 2.925 4.576
C -0.354 2.224 5.921
H -2.477 2.098 4.031
H -2.394 3.862 3.898
H -0.074 2.415 3.735
H -0.115 3.932 4.629
H -0.362 1.138 5.825
H 0.545 2.540 6.443
O 1.136 -0.611 6.614
C 1.382 -0.557 7.780
O 0.680 -1.251 8.711
C 1.121 -0.900 10.031
C 2.531 -0.350 9.850
C 2.441 0.286 8.465
H 0.434 -0.155 10.435
H 1.087 -1.788 10.658
H 2.825 0.337 10.641
H 3.249 -1.171 9.832
H 2.083 1.316 8.509
H 3.376 0.244 7.913
*
```

No. 2
The following is a DFT calculation (ωB97M-V with the def2-TZVPD basis set) of a gas-phase ion, C4H10N3 (charge +1).

Computed properties:
energy above the lowest of the compared OMol25 structures with the same formula, charge and spin = 3.830 eV
lowest unoccupied orbital energy (alpha / beta) = -3.946 / -3.937 eV
HOMO level (alpha / beta) = -0.402 / -0.403 Eh
frontier orbital gap (alpha / beta) = 7.0 / 7.0 eV

Geometry as ORCA input:
```
! wB97M-V def2-TZVPD RIJCOSX def2/J DEFGRID3
* xyz 1 1
C -0.301 -1.032 0.014
C -1.133 0.908 1.162
C 1.762 0.149 0.085
C -2.378 -0.072 -0.594
N -1.186 -0.034 0.278
N 1.019 -0.958 0.032
N 3.044 0.367 -0.403
H -0.653 -1.946 -0.385
H -0.417 0.961 1.985
H -1.814 1.766 1.255
H 1.485 1.061 0.517
H -2.577 -1.130 -0.896
H -3.296 0.222 -0.109
H -2.092 0.576 -1.407
H 1.458 -1.715 -0.421
H 3.300 1.304 -0.550
H 3.779 -0.425 -0.562
*
```

No. 3
The following is a DFT calculation (ωB97M-V with the def2-TZVPD basis set) of a gas-phase ion, C4H5BrNO3 (charge -1).

Computed properties:
lowest unoccupied orbital energy = 3.274 eV
HOMO level = -0.174 Eh
structure (SMILES) = [H]/N=C/[C@](O)(CBr)C(=O)[O-]
frontier orbital gap = 8.0 eV

Geometry as ORCA input:
```
! wB97M-V def2-TZVPD RIJCOSX def2/J DEFGRID3
* xyz -1 1
C -1.002 0.290 -0.961
C -0.115 -1.416 0.952
C 1.539 -0.003 -0.163
C 0.125 0.038 0.368
N -1.583 1.413 -0.943
O -0.644 -1.319 2.035
O 0.041 -2.286 0.127
O -0.160 0.985 1.364
Br 1.933 1.476 -1.429
H -1.247 -0.596 -1.605
H 2.104 0.402 0.691
H 1.763 -0.999 -0.661
H -2.176 1.586 -1.768
H -0.578 0.431 1.993
*
```

No. 4
The following is a DFT calculation (ωB97M-V with the def2-TZVPD basis set) of a molecular structure, C4H4CsLiO5.

Computed properties:
energy above the lowest of the compared OMol25 structures with the same formula, charge and spin = 1.362 eV
lowest unoccupied orbital energy = -1.088 eV
HOMO level = -0.163 Eh
frontier orbital gap = 3.4 eV

Geometry as ORCA input:
```
! wB97M-V def2-TZVPD RIJCOSX def2/J DEFGRID3
* xyz 0 1
O -0.644 -0.469 0.356
C -0.204 0.749 0.050
C -2.051 -0.463 0.322
O 1.789 1.030 -0.280
O -1.145 1.393 -0.613
C -2.260 0.546 -0.792
H -2.458 -0.182 1.295
H -2.466 -1.435 0.054
H -3.193 1.094 -0.668
H -2.244 0.076 -1.775
C 2.790 0.626 0.441
O 2.943 -0.653 0.676
O 3.804 1.305 0.541
Cs 1.156 -3.377 1.461
Li 4.183 -0.240 -1.067
*
```

No. 5
The following is a DFT calculation (ωB97M-V with the def2-TZVPD basis set) of 3 unconnected molecules or ions with the total composition C6H13NO3.

Computed properties:
energy above the lowest of the compared OMol25 structures with the same formula, charge and spin = 5.936 eV
lowest unoccupied orbital energy (alpha / beta) = -1.274 / 0.857 eV
HOMO level (alpha / beta) = -0.239 / -0.329 Eh
frontier orbital gap (alpha / beta) = 5.2 / 9.8 eV

Geometry as ORCA input:
```
! wB97M-V def2-TZVPD RIJCOSX def2/J DEFGRID3
* xyz 0 1
C 0.862 -0.622 -0.840
C -1.565 -0.598 -0.226
C 0.483 1.638 -0.297
C -1.906 -0.321 1.190
C -2.205 0.181 -1.314
N 0.644 0.248 0.091
C 3.089 0.149 0.672
O 1.255 -1.852 -0.600
O 3.058 -1.175 1.209
O 3.576 1.019 1.334
H 1.740 -1.863 0.267
H 3.426 -1.162 2.114
H 0.738 -0.417 -1.908
H -1.301 -1.624 -0.457
H -0.359 2.068 0.245
H 0.339 1.791 -1.374
H 1.384 2.168 0.015
H -1.912 0.749 1.408
H -1.735 0.013 -2.285
H -1.218 -0.814 1.875
H -2.920 -0.697 1.401
H -3.258 -0.128 -1.415
H -2.216 1.252 -1.102
*
```

No. 6
The following is a DFT calculation (ωB97M-V with the def2-TZVPD basis set) of a molecular structure, C44H59Br2MoN6O3S2Si2.

Computed properties:
energy above the lowest of the compared OMol25 structures with the same formula, charge and spin = 1.524 eV
lowest unoccupied orbital energy (alpha / beta) = -3.631 / -3.890 eV
HOMO level (alpha / beta) = -0.300 / -0.300 Eh
frontier orbital gap (alpha / beta) = 4.5 / 4.3 eV

Geometry as ORCA input:
```
! wB97M-V def2-TZVPD RIJCOSX def2/J DEFGRID3
* xyz 1 3
Mo -0.232 0.256 0.257
O -1.030 3.875 -3.030
C -0.100 3.198 -3.761
C 0.570 3.935 -4.733
C 1.560 3.351 -5.498
C 1.901 2.018 -5.308
C 1.232 1.279 -4.353
C 0.227 1.849 -3.568
C -0.397 0.928 -2.548
O 0.389 0.818 -1.378
N -1.747 1.365 -2.128
N -2.057 1.073 -0.804
C -3.296 1.147 -0.481
C -3.815 1.012 0.858
Br -2.513 0.956 2.226
C -5.141 1.053 1.066
C -5.954 1.016 2.276
C -5.544 0.450 3.486
C -6.388 0.459 4.582
C -7.646 1.039 4.494
C -8.070 1.593 3.295
C -7.236 1.568 2.192
H -1.467 3.239 -2.442
H 0.295 4.973 -4.861
H 2.070 3.944 -6.246
H 2.682 1.553 -5.893
H 1.505 0.245 -4.167
H -0.434 -0.087 -2.962
H -2.455 1.005 -2.766
H -4.036 1.365 -1.250
H -5.719 1.176 0.154
H -4.579 -0.021 3.566
H -6.066 0.008 5.512
H -8.299 1.050 5.356
H -9.054 2.035 3.218
H -7.574 1.989 1.253
C -0.544 3.643 2.819
Si 0.636 2.210 3.109
C -0.076 0.828 4.203
C 2.018 2.883 4.188
C 1.164 1.438 1.454
C 2.056 0.249 1.587
C 3.216 0.024 2.314
C 3.898 -1.165 2.090
C 3.428 -2.098 1.177
C 2.244 -1.839 0.512
N 1.593 -0.696 0.751
Si 2.161 2.686 0.313
C 3.338 3.682 1.391
C 3.235 1.771 -0.906
C 0.975 3.899 -0.466
H -1.263 3.733 3.635
H -1.102 3.571 1.887
H 0.029 4.572 2.787
H -0.971 1.132 4.748
H 0.678 0.571 4.950
H -0.288 -0.095 3.663
H 1.542 3.105 5.149
H 2.471 3.804 3.831
H 2.811 2.164 4.396
H 3.595 0.767 2.998
H 4.820 -1.358 2.623
H 3.980 -3.001 0.961
H 1.820 -2.508 -0.223
H 3.909 3.095 2.110
H 2.854 4.503 1.919
H 4.058 4.127 0.699
H 3.747 0.905 -0.481
H 4.015 2.470 -1.221
H 2.739 1.410 -1.801
H 0.323 4.377 0.265
H 0.357 3.444 -1.234
H 1.547 4.692 -0.953
C 5.666 1.477 -4.489
C 5.331 0.040 -4.216
C 6.230 -0.985 -4.480
C 5.811 -2.262 -4.147
N 4.633 -2.526 -3.606
C 3.815 -1.475 -3.388
S 2.268 -1.788 -2.674
N 4.137 -0.202 -3.686
H 6.500 1.574 -5.182
H 5.940 1.970 -3.553
H 4.795 1.998 -4.885
H 7.199 -0.801 -4.921
H 6.456 -3.117 -4.328
C -4.323 -2.877 3.814
C -3.311 -2.698 2.686
C -1.916 -2.566 3.275
S -0.507 -2.384 2.169
O -1.038 -1.511 0.994
C -0.272 -4.058 1.540
C -1.291 -4.643 0.575
C -0.731 -5.926 -0.025
H -5.339 -2.896 3.424
H -4.258 -2.067 4.541
H -4.150 -3.811 4.349
H -3.537 -1.806 2.099
H -3.370 -3.543 2.004
H -1.638 -3.429 3.889
H -1.863 -1.692 3.928
H -0.171 -4.649 2.456
H 0.714 -4.018 1.075
H -1.491 -3.922 -0.216
H -2.228 -4.859 1.085
H 0.176 -5.719 -0.590
H -1.451 -6.371 -0.710
H -0.499 -6.662 0.746
Br -2.426 -1.995 -2.143
C -1.137 -2.952 -3.226
C -1.165 -2.751 -4.591
C -0.243 -3.478 -5.330
C 0.634 -4.324 -4.671
C 0.569 -4.403 -3.291
N -0.333 -3.738 -2.566
H -1.868 -2.072 -5.050
H -0.209 -3.372 -6.406
H 1.386 -4.885 -5.206
H 1.276 -5.010 -2.742
*
```

No. 7
The following is a DFT calculation (ωB97M-V with the def2-TZVPD basis set) of 2 unconnected molecules or ions with the total composition C4H12.

Computed properties:
energy above the lowest of the compared OMol25 structures with the same formula, charge and spin = 0.182 eV
lowest unoccupied orbital energy = 1.143 eV
HOMO level = -0.427 Eh
structure (SMILES) = CC.CC
frontier orbital gap = 12.8 eV

Geometry as ORCA input:
```
! wB97M-V def2-TZVPD RIJCOSX def2/J DEFGRID3
* xyz 0 1
C 1.717 0.361 -0.841
C 2.455 1.682 -0.846
H 2.378 -0.498 -0.665
H 1.021 0.277 -0.009
H 1.161 0.146 -1.752
H 1.776 2.514 -1.030
H 3.312 1.747 -1.508
H 2.805 1.897 0.167
C -1.316 -1.098 0.899
C -2.817 -0.853 0.691
H -0.712 -0.206 0.815
H -1.179 -1.512 1.896
H -0.983 -1.868 0.208
H -3.232 -0.118 1.374
H -3.067 -0.683 -0.353
H -3.320 -1.788 0.954
*
```

No. 8
The following is a DFT calculation (ωB97M-V with the def2-TZVPD basis set) of 2 unconnected molecules or ions with the total composition C4H5NO2.

Computed properties:
energy above the lowest of the compared OMol25 structures with the same formula, charge and spin = 5.687 eV
lowest unoccupied orbital energy (alpha / beta) = -0.661 / -0.661 eV
HOMO level (alpha / beta) = -0.325 / -0.325 Eh
frontier orbital gap (alpha / beta) = 8.2 / 8.2 eV

Geometry as ORCA input:
```
! wB97M-V def2-TZVPD RIJCOSX def2/J DEFGRID3
* xyz 0 1
C 0.977 0.328 0.212
C -0.341 -0.626 0.191
C 0.644 1.143 -1.005
C -0.218 -1.891 0.668
O -1.548 0.015 0.458
N 0.225 2.284 -1.242
O 2.080 -0.013 0.534
H -1.660 0.766 -0.141
H 0.147 2.930 -0.450
H -0.025 -0.221 -1.197
H 0.753 -2.357 0.770
H -1.035 -2.358 1.202
*
```

Result set for DFT total energy: -3075.7125 -322.3198 -3009.9449 -558.5379 -516.7209 -8857.6878 -159.5783 -360.4604 Ha, one per record in the order listed.